DFT (ωB97M-V with the def2-TZVPD basis set) results for C40H55Cl2CsF6N5O4SbSe as an isolated structure.

Last column: Löwdin spin population.
Cartesian coordinates (Å):
Cs -0.4033 0.6036 0.4104  0.00
C -6.4726 -2.1555 -3.9690  0.00
C -6.2009 -3.1701 -2.8539  0.02
C -6.3358 -4.5750 -3.4556  0.01
C -7.2593 -2.9788 -1.7581  0.01
C -4.8240 -2.9863 -2.2374  0.12
C -3.9192 -2.0767 -2.6945  -0.04
C -2.6999 -1.8477 -2.0092  0.13
N -1.7745 -1.0102 -2.4152  -0.05
C -1.5038 -0.6335 -3.6441  0.13
C -1.8404 -1.4146 -4.7758  -0.04
C -1.5288 -1.0115 -6.0383  0.12
C -0.8571 0.2319 -6.1999  -0.03
C -0.4518 1.0187 -5.1669  0.07
C -0.7372 0.6117 -3.7946  0.03
O -0.4137 1.2703 -2.8017  0.21
C 0.3159 2.3149 -5.3665  0.01
C -0.4801 3.4635 -4.7294  0.01
C 1.6787 2.1907 -4.6703  0.01
C 0.5438 2.6615 -6.8425  0.00
C -1.8805 -1.8269 -7.2699  0.02
C -2.8311 -1.0053 -8.1511  0.01
C -0.5965 -2.1662 -8.0373  0.01
C -2.5840 -3.1419 -6.9201  0.00
C -2.4539 -2.4753 -0.7002  0.03
O -1.5308 -2.0736 0.0152  0.20
C -3.3463 -3.5790 -0.3591  0.07
C -4.4604 -3.7814 -1.1122  -0.03
C -3.0411 -4.3946 0.8857  0.01
C -3.9657 -5.6069 1.0446  0.00
C -3.1895 -3.4837 2.1120  0.01
C -1.5989 -4.9120 0.8149  0.00
H -7.4745 -2.3117 -4.3652  0.00
H -5.7659 -2.2782 -4.7870  0.00
H -6.4067 -1.1363 -3.5957  0.00
H -7.3348 -4.7033 -3.8682  0.00
H -6.1730 -5.3460 -2.7086  0.00
H -5.6127 -4.7139 -4.2564  0.00
H -8.2563 -3.0312 -2.1907  0.00
H -7.1366 -2.0102 -1.2793  0.00
H -7.1791 -3.7463 -0.9940  0.00
H -4.1167 -1.4422 -3.5447  0.00
H -2.3019 -2.3692 -4.5748  0.00
H -0.6442 0.5454 -7.2091  0.00
H -0.5957 3.2894 -3.6648  0.00
H -1.4677 3.5351 -5.1821  0.00
H 0.0406 4.4088 -4.8706  0.00
H 1.5366 2.0002 -3.6099  0.00
H 2.2423 3.1147 -4.7851  0.00
H 2.2528 1.3718 -5.1017  0.00
H -0.4031 2.8068 -7.3584  0.00
H 1.1145 1.8907 -7.3557  0.00
H 1.1052 3.5915 -6.9049  0.00
H -2.3581 -0.0949 -8.5073  0.00
H -3.7160 -0.7268 -7.5821  0.00
H -3.1442 -1.5907 -9.0133  0.00
H -0.0930 -1.2697 -8.3873  0.00
H -0.8273 -2.7904 -8.8987  0.00
H 0.0886 -2.7083 -7.3883  0.00
H -3.5143 -2.9587 -6.3869  0.00
H -1.9468 -3.7765 -6.3088  0.00
H -2.8214 -3.6809 -7.8365  0.00
H -5.1373 -4.5706 -0.8287  0.00
H -5.0046 -5.3133 1.1758  0.00
H -3.6672 -6.1657 1.9282  0.00
H -3.8877 -6.2691 0.1845  0.00
H -4.2070 -3.1039 2.1897  0.00
H -2.5077 -2.6434 2.0283  0.00
H -2.9494 -4.0321 3.0204  0.00
H -1.4714 -5.5634 -0.0482  0.00
H -1.3615 -5.4728 1.7160  0.00
H -0.9043 -4.0829 0.7349  0.00
O 1.7824 1.4057 -0.3767  0.00
N 1.6716 2.4982 -1.0040  0.00
N 0.7279 3.2980 -0.7175  0.00
O -0.2178 3.0474 0.0774  0.00
C 0.7620 4.5067 -1.4366  0.00
C 1.8688 4.8249 -2.2207  0.00
C 1.9043 6.0274 -2.8980  0.00
C 0.8448 6.9172 -2.7988  0.00
C -0.2528 6.5978 -2.0164  0.00
C -0.3003 5.3953 -1.3336  0.00
H 2.6851 4.1242 -2.2836  0.00
H 2.7682 6.2824 -3.4969  0.00
H 0.8847 7.8597 -3.3257  0.00
H -1.0703 7.2984 -1.9312  0.00
H -1.1359 5.1229 -0.7088  0.00
F 0.5548 1.2020 2.4865  0.00
Sb -0.2090 2.7620 3.3662  0.00
F -1.7818 2.8977 2.3010  0.00
F -1.1666 1.4507 4.4192  0.00
F -0.9361 4.1351 4.4655  0.00
F 1.2728 2.5640 4.5844  0.00
F 0.8859 4.0417 2.4701  0.00
C 4.0129 0.9465 2.6026  0.00
N 4.2024 0.5666 1.2321  0.00
C 4.2857 1.4399 0.1916  0.00
C 4.3511 0.7156 -0.9530  0.00
N 4.3033 -0.6017 -0.6053  0.00
C 4.2653 -1.7036 -1.5220  0.00
C 4.2111 -0.6904 0.7427  0.00
Se 4.3154 -2.2285 1.7068  0.00
H 4.8581 1.5437 2.9474  0.00
H 3.9306 0.0488 3.2119  0.00
H 3.0973 1.5310 2.7064  0.00
H 4.2749 2.4986 0.3373  0.00
H 4.3838 1.0373 -1.9724  0.00
H 5.0683 -1.6069 -2.2556  0.00
H 3.3028 -1.7356 -2.0401  0.00
H 4.3956 -2.6284 -0.9593  0.00
Cl -0.5355 -2.8935 5.1199  0.00
C 0.3157 -1.6252 4.2369  0.00
Cl 0.7912 -2.1876 2.6441  0.00
H 1.2069 -1.3598 4.8040  0.00
H -0.3611 -0.7799 4.1300  0.00

Multiplicity: 2
HOMO level (alpha / beta) (eV): -4.26 / -4.26
Charge: -1
⟨S²⟩: 0.94
Total energy (hartree): -6313.4217
LUMO energy (alpha / beta) (eV): -0.06 / -0.61
Frontier orbital gap (alpha / beta) (eV): 4.2 / 3.7
ΔE to the lowest compared entry with this formula, charge and spin (kJ/mol): 124.4

DFT (ωB97M-V with the def2-TZVPD basis set) results for C40H55Cl2CsF6N5O4SbSe as an isolated structure.

Last column: Löwdin spin population.
Cartesian coordinates (Å):
Cs -0.5848 -0.0824 -0.3545  0.00
C 6.9439 3.5220 -1.6423  0.00
C 6.1611 4.3704 -0.6426  0.01
C 6.1436 5.8219 -1.1440  0.01
C 6.8839 4.3125 0.7118  0.01
C 4.7267 3.8792 -0.4821  0.10
C 4.1973 2.8581 -1.1882  -0.03
C 2.8513 2.4022 -0.9516  0.14
N 2.2348 1.4590 -1.6311  -0.06
C 2.5675 1.0621 -2.8676  0.16
C 3.2562 1.8790 -3.8147  -0.04
C 3.5422 1.4363 -5.0657  0.13
C 3.1556 0.0986 -5.4079  -0.03
C 2.4585 -0.7412 -4.5988  0.07
C 2.0708 -0.2668 -3.2600  0.03
O 1.3987 -0.9573 -2.4732  0.23
C 2.0717 -2.1546 -5.0173  0.01
C 2.7175 -3.1636 -4.0574  0.01
C 0.5449 -2.3146 -4.9966  0.00
C 2.5562 -2.4849 -6.4304  0.00
C 4.2348 2.2881 -6.1263  0.02
C 5.5514 1.6142 -6.5398  0.01
C 3.3292 2.4223 -7.3591  0.01
C 4.5568 3.6894 -5.6095  0.00
C 2.0834 2.9551 0.1938  0.02
O 1.0018 2.4724 0.5288  0.16
C 2.6502 4.1524 0.8539  0.05
C 3.8912 4.5473 0.4923  -0.03
C 1.8400 4.8482 1.9417  0.01
C 2.5124 6.1377 2.4143  0.00
C 1.7171 3.9037 3.1450  0.00
C 0.4412 5.2172 1.4238  0.00
H 7.9685 3.8936 -1.7124  0.00
H 6.5041 3.5667 -2.6403  0.00
H 6.9850 2.4757 -1.3358  0.00
H 7.1641 6.2009 -1.2432  0.00
H 5.6084 6.4799 -0.4590  0.00
H 5.6565 5.8848 -2.1187  0.00
H 7.9280 4.6130 0.5942  0.00
H 6.8608 3.3001 1.1182  0.00
H 6.4266 4.9774 1.4450  0.00
H 4.7892 2.3063 -1.9042  0.00
H 3.4764 2.8956 -3.5244  0.00
H 3.4256 -0.2457 -6.3973  0.00
H 2.3675 -3.0238 -3.0364  0.00
H 3.8049 -3.0597 -4.0733  0.00
H 2.4675 -4.1805 -4.3684  0.00
H 0.1411 -2.1466 -4.0003  0.00
H 0.2801 -3.3285 -5.3110  0.00
H 0.0758 -1.6111 -5.6877  0.00
H 3.6427 -2.4150 -6.5163  0.00
H 2.1067 -1.8321 -7.1817  0.00
H 2.2711 -3.5114 -6.6704  0.00
H 5.3836 0.6298 -6.9774  0.00
H 6.2074 1.4906 -5.6763  0.00
H 6.0715 2.2256 -7.2820  0.00
H 3.1307 1.4535 -7.8187  0.00
H 3.8034 3.0593 -8.1106  0.00
H 2.3709 2.8665 -7.0864  0.00
H 5.2208 3.6560 -4.7436  0.00
H 3.6542 4.2324 -5.3246  0.00
H 5.0576 4.2616 -6.3938  0.00
H 4.3166 5.4129 0.9821  0.00
H 3.4826 5.9513 2.8791  0.00
H 1.8769 6.6113 3.1650  0.00
H 2.6502 6.8476 1.5957  0.00
H 2.7043 3.6959 3.5643  0.00
H 1.2489 2.9647 2.8585  0.00
H 1.1023 4.3644 3.9227  0.00
H 0.5128 5.8675 0.5489  0.00
H -0.0975 5.7636 2.2038  0.00
H -0.1303 4.3339 1.1500  0.00
O -2.3201 -1.8420 -0.8102  0.00
N -1.6785 -2.7178 -1.3771  0.00
N -0.6050 -3.1423 -0.6868  0.00
O -0.2277 -2.6586 0.4257  0.00
C 0.1516 -4.1991 -1.2951  0.00
C -0.2490 -4.7920 -2.4866  0.00
C 0.5148 -5.8213 -3.0051  0.00
C 1.6650 -6.2512 -2.3540  0.00
C 2.0489 -5.6441 -1.1684  0.00
C 1.2931 -4.6156 -0.6272  0.00
H -1.1386 -4.4479 -2.9913  0.00
H 0.2103 -6.2878 -3.9331  0.00
H 2.2569 -7.0551 -2.7713  0.00
H 2.9412 -5.9733 -0.6523  0.00
H 1.5583 -4.1341 0.3021  0.00
F -2.4764 0.2754 1.1606  0.00
Sb -3.9814 1.2222 0.4688  0.00
F -4.9767 -0.3782 0.4923  0.00
F -4.5217 1.5447 2.2649  0.00
F -5.4568 2.2249 -0.1362  0.00
F -2.9191 2.7855 0.5333  0.00
F -3.4291 0.9446 -1.3149  0.00
C -3.4636 -3.6125 1.6554  0.00
N -3.1057 -2.6875 2.7134  0.00
C -3.8910 -1.6211 3.0924  0.00
C -3.2133 -0.9501 4.0402  0.00
N -2.0170 -1.6152 4.2254  0.00
C -0.9721 -1.2004 5.1406  0.00
C -1.9475 -2.6926 3.4105  0.00
Se -0.5974 -3.9563 3.3108  0.00
H -4.5083 -3.8928 1.7729  0.00
H -2.8252 -4.4884 1.7421  0.00
H -3.3159 -3.1340 0.6882  0.00
H -4.8255 -1.4042 2.6093  0.00
H -3.4448 -0.0385 4.5569  0.00
H -1.4196 -0.8969 6.0855  0.00
H -0.4086 -0.3660 4.7231  0.00
H -0.3057 -2.0454 5.2930  0.00
Cl -2.4680 4.6620 4.8518  0.00
C -2.4919 3.7167 3.3381  0.00
Cl -1.4358 2.3078 3.4109  0.00
H -2.1434 4.3574 2.5381  0.00
H -3.5006 3.3660 3.1630  0.00

Multiplicity: 2
HOMO level (alpha / beta) (eV): -3.62 / -3.62
Charge: -1
⟨S²⟩: 0.91
Total energy (hartree): -6313.4691
LUMO energy (alpha / beta) (eV): -0.01 / -0.70
Frontier orbital gap (alpha / beta) (eV): 3.6 / 2.9
ΔE to the lowest compared entry with this formula, charge and spin (kJ/mol): 0.0